Record 1
Formula: C35H48IN6O8
Source: OMol25
Level of theory: ωB97M-V with the def2-TZVPD basis set

Cartesian coordinates (Å):
1 I 1.7817 2.1369 2.3432
2 O 7.5352 -1.8387 2.6190
3 O -1.9840 4.7151 -0.5608
4 O -3.0336 -0.9732 4.0588
5 O -4.1074 -0.4791 2.2688
6 O 3.0557 0.2588 -3.1666
7 O 4.8891 -0.3619 -4.0946
8 O -0.9160 -1.4015 -2.7884
9 O 8.7367 -3.3178 3.6046
10 N 7.6842 -2.9143 3.1662
11 N -0.5518 0.4529 0.3616
12 N 4.2355 -0.0496 -3.1273
13 N -0.3734 -0.9947 -1.6014
14 N -3.9009 -0.3703 3.4659
15 N -2.1660 0.6013 -1.4174
16 C -1.3766 3.7057 -1.3760
17 C -0.2744 -0.5877 -3.8236
18 C 6.5114 -3.7757 3.3072
19 C 4.8969 -0.0353 -1.8272
20 C -3.6473 0.7203 -7.1806
21 C -5.7763 1.2189 3.5838
22 C -2.6232 1.3398 -0.1910
23 C -6.3802 2.2284 5.6826
24 C 5.2909 -3.3548 2.7965
25 C 4.2878 -5.3851 3.6109
26 C -6.5942 2.0646 4.3185
27 C -4.7497 0.5396 4.2291
28 C 6.8769 -0.3029 -0.5069
29 C -1.2711 -2.5032 -5.3026
30 C -0.9822 -0.0604 -0.9288
31 C -5.3441 1.5516 6.3165
32 C -1.4991 0.0239 -6.0453
33 C -4.5229 0.7016 5.5903
34 C -0.0836 -1.2766 2.0421
35 C 6.2492 -0.3434 -1.7437
36 C -3.6827 0.4594 -4.6663
37 C -0.4453 2.7637 -0.5482
38 C -0.4666 3.2433 4.0450
39 C -1.2354 1.7681 0.4070
40 C 6.6363 -4.9951 3.9594
41 C 6.1533 0.0384 0.6299
42 C -1.3188 2.5618 1.7665
43 C -3.0481 -0.1487 -5.9741
44 C 5.5159 -5.7998 4.1117
45 C 4.1631 0.2987 -0.6966
46 C 4.1762 -4.1668 2.9508
47 C 4.7974 0.3340 0.5350
48 C -1.0568 -0.5983 1.2658
49 C -0.3151 2.1447 2.8979
50 C -0.6623 -1.0632 -5.2801
51 H -3.7212 0.1762 6.0915
52 H -3.2778 0.7060 0.4407
53 H -2.1071 3.1694 -2.0193
54 H -2.0460 -2.6925 -4.5351
55 H 7.5886 -5.3248 4.3520
56 H 0.4334 3.8948 4.0248
57 H -0.5852 1.1610 3.3249
58 H 0.4788 -1.3921 -1.2116
59 H -3.4145 -1.1780 -6.1456
60 H 3.4140 -6.0134 3.7363
61 H -1.3934 3.8340 3.9149
62 H -4.7779 0.5654 -4.8566
63 H 5.5993 -6.7496 4.6238
64 H -2.8925 4.4760 -0.3653
65 H 0.8219 -0.7410 -3.6987
66 H -0.4392 0.5044 -3.6840
67 H 4.2369 0.5970 1.4222
68 H -1.2198 3.6575 1.6255
69 H 0.2262 3.4274 0.0392
70 H 0.2186 2.2288 -1.2671
71 H -7.0243 2.8853 6.2543
72 H -2.8374 1.3899 -7.5391
73 H -3.5743 -0.2107 -3.7883
74 H -2.1268 -0.8927 1.3864
75 H -2.3397 2.4092 2.2050
76 H -3.8261 -0.0008 -8.0132
77 H -0.4446 2.7167 5.0255
78 H -1.1190 0.1449 -7.0856
79 H -5.9500 1.0965 2.5233
80 H 6.6473 0.0751 1.5914
81 H 6.8188 -0.6089 -2.6240
82 H -0.0376 -1.1020 3.1351
83 H -1.2733 1.0018 -5.5468
84 H -7.4013 2.5943 3.8293
85 H -5.1799 1.6843 7.3778
86 H -3.3142 1.4929 -4.4807
87 H 0.6576 -1.9343 1.5367
88 H -0.4837 -3.2880 -5.2781
89 H -3.3090 2.1429 -0.5332
90 H -4.5665 1.2599 -6.8927
91 H -1.7779 -2.6254 -6.2906
92 H -2.8217 -0.1879 -1.4569
93 H 7.9313 -0.5336 -0.4282
94 H 3.2182 -3.8488 2.5595
95 H 3.1083 0.5350 -0.7607
96 H 5.1954 -2.4065 2.2839
97 H 0.3165 -1.1334 -5.8118
98 H -0.7137 4.2645 -2.0780

Forces on atoms 1 to 2 (eV/Å):
-0.5 -0.3 -0.1
-0.1 0.1 -0.1

Properties
2S+1: 1
HOMO level in eV: -11.37
Net charge: +1

=====

Record 2
Formula: C2H4N2O4
Source: OMol25
Level of theory: ωB97M-V with the def2-TZVPD basis set

Cartesian coordinates (Å):
1 O 1.0020 2.1956 0.0150
2 O -1.9693 -1.0829 -0.8992
3 O -0.8124 0.8055 -0.0858
4 O 1.5645 -1.8971 0.6764
5 N 1.3111 0.9437 0.0829
6 N 0.2825 -1.1778 0.3279
7 C -1.9458 0.1055 -0.4755
8 C 0.2746 0.1382 -0.0001
9 H 1.5829 -1.9160 1.7777
10 H -2.6359 1.0124 -0.6916
11 H -0.4310 -1.6773 -0.2369
12 H 1.7768 2.5501 -0.4907

Forces on atoms 1 to 2 (eV/Å):
0.3 4.9 -1.4
-0.6 4.7 2.0

Properties
2S+1: 1
HOMO level in eV: -8.20
Net charge: 0
ΔE to the lowest compared entry with this formula, charge and spin in eV: 5.237